{"formula": "C35H36F8IN4O22PS", "method": "wB97M-V/def2-TZVPD", "homo_lumo_gap_ev": 7.76, "smiles": "NC(N)(N)Cc1cccc2c1Sc1cc(P(O)I)c(F)cc1N2.O=C1OC[C@@H](F)O1.O=C1OC[C@@H](F)O1.O=C1OC[C@@H](F)O1.O=C1OC[C@@H](F)O1.O=C1OC[C@@H](F)O1.O=C1OC[C@@H](F)O1.O=C1OC[C@@H](F)O1", "homo_energy_ev": -7.820, "lumo_energy_ev": -0.06, "species": ["N", "C", "N", "N", "C", "C", "C", "C", "C", "C", "C", "S", "C", "C", "C", "P", "O", "I", "C", "F", "C", "C", "N", "H", "H", "H", "H", "H", "H", "H", "H", "H", "H", "H", "H", "H", "H", "H", "O", "C", "O", "C", "C", "F", "O", "H", "H", "H", "O", "C", "O", "C", "C", "F", "O", "H", "H", "H", "O", "C", "O", "C", "C", "F", "O", "H", "H", "H", "O", "C", "O", "C", "C", "F", "O", "H", "H", "H", "O", "C", "O", "C", "C", "F", "O", "H", "H", "H", "O", "C", "O", "C", "C", "F", "O", "H", "H", "H", "O", "C", "O", "C", "C", "F", "O", "H", "H", "H"], "positions_angstrom": [[-3.3986, 1.6747, 2.9194], [-2.3388, 1.3422, 1.9549], [-1.8615, -0.0646, 2.0354], [-2.9608, 1.4680, 0.5977], [-1.0922, 2.3786, 1.9881], [-0.1964, 2.3480, 3.3046], [-0.6662, 1.8583, 4.6589], [0.2212, 1.9011, 5.8513], [1.6087, 2.4092, 5.6836], [2.1763, 2.9079, 4.3756], [1.2914, 2.8660, 3.2447], [1.9239, 3.4513, 1.5985], [3.2787, 4.5557, 2.0843], [3.7656, 5.6194, 1.2089], [4.8722, 6.5071, 1.5639], [5.4624, 7.8147, 0.3352], [6.0104, 6.9419, -1.0170], [3.3852, 9.0301, -0.2121], [5.4831, 6.3206, 2.8738], [6.5429, 7.0923, 3.2960], [5.0001, 5.2746, 3.7527], [3.8947, 4.3582, 3.4019], [3.5676, 3.3440, 4.3850], [-3.4279, 0.9201, 3.6123], [-4.3242, 1.6288, 2.4810], [-1.2434, -0.2077, 2.8358], [-1.3587, -0.2343, 1.1540], [-3.5726, 2.2949, 0.6217], [-2.2506, 1.6923, -0.1042], [-1.4921, 3.4328, 1.8862], [-0.5062, 2.2011, 1.0396], [-1.6903, 1.4566, 4.8109], [-0.1582, 1.5227, 6.8323], [2.2788, 2.4269, 6.5741], [3.2730, 5.7447, 0.2099], [5.4189, 6.1873, -1.2019], [5.5138, 5.1733, 4.7449], [3.7053, 3.8146, 5.2886], [1.3260, -1.5695, 5.7651], [1.6714, -1.3415, 4.6513], [0.8172, -1.0716, 3.6237], [1.6016, -0.7185, 2.5190], [2.9174, -1.3730, 2.8318], [3.9574, -0.6553, 2.3402], [2.9659, -1.3224, 4.2400], [1.6554, 0.3593, 2.4676], [1.1703, -1.0882, 1.5896], [2.9942, -2.4096, 2.4926], [-0.2047, -0.4550, -0.3869], [0.5821, -0.8603, -1.1886], [1.7770, -0.2717, -1.4463], [2.4699, -1.1266, -2.3570], [1.3516, -1.8796, -2.9979], [1.7434, -3.1344, -3.3339], [0.3846, -1.9649, -1.9578], [3.1495, -1.7762, -1.7991], [3.0478, -0.5490, -3.0769], [0.9097, -1.3840, -3.8698], [1.3232, -0.3512, -5.2688], [0.8700, -0.9649, -6.1894], [1.0231, -0.6162, -7.4901], [0.4556, -1.6694, -8.2709], [-0.5052, -2.2951, -7.3055], [-0.6248, -3.6240, -7.5288], [0.1314, -2.0993, -6.0541], [1.2458, -2.3569, -8.5812], [-0.0391, -1.2796, -9.1590], [-1.4929, -1.8354, -7.2878], [-3.4899, -1.9331, -8.3551], [-4.0603, -1.9216, -7.3082], [-3.9112, -0.9493, -6.3680], [-4.8531, -1.2277, -5.3317], [-5.0860, -2.7000, -5.5037], [-6.3510, -3.0386, -5.1579], [-4.9313, -2.8829, -6.9018], [-5.7575, -0.6372, -5.4951], [-4.4451, -0.9811, -4.3523], [-4.3753, -3.3360, -4.9696], [3.9270, -4.3684, -1.2589], [3.7546, -5.4842, -1.6348], [4.5229, -6.1033, -2.5697], [4.0808, -7.4570, -2.6379], [2.6762, -7.3588, -2.1181], [2.3158, -8.4884, -1.4623], [2.7568, -6.2983, -1.1848], [4.7188, -8.0800, -2.0068], [4.1229, -7.8328, -3.6593], [1.9290, -7.1213, -2.8795], [-4.7857, 2.0891, 5.0373], [-4.8593, 3.2467, 5.2844], [-3.8041, 4.1044, 5.2507], [-4.3245, 5.4111, 5.4729], [-5.6085, 5.1243, 6.1949], [-6.5516, 6.0554, 5.9080], [-6.0123, 3.8861, 5.6458], [-4.4856, 5.9064, 4.5124], [-3.6363, 6.0117, 6.0665], [-5.5045, 5.0283, 7.2787], [-2.9770, -4.8754, -3.8927], [-2.6432, -4.7528, -2.7556], [-1.5096, -5.2882, -2.2290], [-1.4069, -4.8009, -0.8913], [-2.8296, -4.4594, -0.5647], [-2.8987, -3.4119, 0.2852], [-3.3538, -4.0622, -1.8204], [-0.7507, -3.9283, -0.8742], [-0.9974, -5.5607, -0.2265], [-3.4149, -5.2933, -0.1687]], "atomic_forces_ev_per_a": [[0.88, -0.73, -0.26], [0.39, 0.14, -1.31], [-0.31, 0.99, -0.12], [0.14, 0.71, 0.51], [-0.22, 0.23, 1.08], [2.13, -0.02, 2.37], [2.45, 1.14, -1.07], [1.69, 1.12, -3.13], [-1.55, -0.14, -1.30], [-2.99, -1.64, 1.61], [-1.57, -0.43, 0.56], [0.09, 0.04, 1.06], [1.14, 0.59, 1.22], [0.46, -0.71, 1.60], [-0.94, -1.33, 0.43], [1.59, -0.51, 0.30], [-1.71, 0.22, 1.41], [-0.07, -0.50, -0.16], [-1.48, -1.42, -0.61], [-1.42, -0.93, -0.60], [-0.46, 0.20, -0.91], [1.75, 2.19, -1.18], [-1.64, 1.62, -1.08], [-0.01, 0.54, -0.20], [0.56, -0.11, -0.04], [-0.05, 0.15, -0.33], [-0.25, -0.18, 0.84], [0.34, -0.42, -0.04], [-0.16, -0.24, 0.25], [0.29, -1.05, 0.21], [-0.23, -0.05, 1.21], [0.87, 0.50, -0.40], [0.58, 0.45, -1.06], [-0.57, -0.04, -0.81], [0.42, -0.07, 1.12], [0.38, 0.23, -0.10], [-0.58, 0.04, -1.07], [0.20, -0.68, -0.33], [0.08, 0.10, -0.31], [-0.63, 0.07, 1.00], [0.08, -0.54, 1.00], [-0.13, -0.04, -1.25], [0.52, 0.53, -0.20], [0.11, -0.12, -0.07], [-0.43, -0.33, -0.20], [0.40, 0.38, -0.08], [-0.16, -0.05, 0.17], [0.17, 0.06, -0.02], [0.36, -0.14, -0.33], [-0.12, 0.22, 0.31], [-0.74, -0.34, 0.11], [0.93, 0.28, -0.12], [-0.25, -0.65, -0.36], [-0.07, -0.26, -0.05], [0.11, 0.67, 0.34], [-0.16, -0.16, -0.07], [-0.18, 0.18, 0.12], [0.19, -0.47, 0.75], [0.00, 0.24, -1.01], [0.38, 0.38, 0.02], [-0.15, -0.22, 0.68], [0.07, 0.18, -0.79], [-0.22, -0.73, -0.14], [-0.08, -0.01, 0.10], [0.18, 0.75, -0.09], [-0.11, -0.12, 0.16], [0.06, 0.20, 0.16], [0.06, -0.12, -0.05], [-0.12, 0.11, 0.32], [-0.02, -0.05, -0.65], [-0.01, -0.48, -0.30], [0.03, 0.55, 0.59], [-0.48, -0.32, 0.21], [-0.02, -0.09, -0.01], [0.61, 0.45, 0.11], [-0.06, -0.21, -0.05], [0.18, 0.03, -0.17], [-0.17, -0.08, -0.01], [-0.06, -0.41, -0.07], [0.34, 0.92, 0.29], [-0.46, 0.08, 0.33], [0.45, -0.33, -0.55], [-0.20, -0.41, 0.41], [-0.15, 0.00, -0.01], [0.22, 0.17, -0.61], [-0.22, -0.01, 0.11], [0.07, 0.23, 0.00], [-0.08, -0.11, 0.10], [-0.46, 0.36, 0.60], [0.32, -0.82, -0.38], [-0.51, -0.14, 0.20], [0.65, 0.43, -0.01], [-0.52, 0.22, -0.27], [-0.10, 0.02, 0.14], [0.58, 0.07, 0.25], [-0.23, -0.02, 0.09], [0.09, -0.21, -0.03], [-0.15, 0.10, -0.02], [0.12, 0.16, 0.25], [0.07, -0.02, -0.60], [-0.62, 0.22, -0.14], [0.75, -0.30, 0.37], [-0.08, 0.69, 0.43], [-0.13, -0.08, 0.02], [0.28, -0.68, -0.20], [-0.24, 0.10, 0.04], [-0.03, -0.12, -0.23], [-0.07, 0.13, 0.05]], "mulliken_charge": [-0.3440, -0.2704, -0.5635, -0.7769, -0.6327, 0.4839, 0.0347, -1.1296, -0.5468, 0.7351, -0.0716, -0.1674, 0.1397, -0.0037, 0.1862, -0.0187, -0.4561, -0.0825, 0.1426, -0.2997, -0.6823, 0.0884, -0.2842, 0.3745, 0.3455, 0.3458, 0.4978, 0.3080, 0.2841, 0.2313, 0.2187, 0.1569, 0.4009, 0.2463, 0.3196, 0.3467, 0.2999, 0.3634, -0.5405, 0.5694, -0.3729, 1.1389, 0.4605, -0.2958, -0.3324, -0.3810, -0.5805, 0.2961, -0.6546, 0.4387, -0.3202, -0.4013, 0.4550, -0.2848, -0.1456, 0.2289, 0.3006, 0.2245, -0.5599, 0.6446, -0.3812, -0.5729, 0.7587, -0.2681, -0.2308, 0.2729, 0.3130, -0.1232, -0.5361, 0.7534, -0.3260, -0.4462, 0.6550, -0.3017, -0.3329, 0.2768, 0.3089, 0.0652, -0.5196, 0.6478, -0.3063, -0.4702, 0.3753, -0.3012, -0.2644, 0.2831, 0.2743, 0.2846, -0.4576, 0.5838, -0.2096, -0.4474, 0.3055, -0.2995, -0.3244, 0.2878, 0.2602, 0.2876, -0.5710, 0.6667, -0.2853, -0.0145, 0.2966, -0.2034, -0.2781, -0.0825, 0.2918, 0.1975]}